Record 1
37
Properties=species:S:1:pos:R:3:forces:R:3:lowdin_charge:R:1 method="wB97M-V/def2-TZVPD" lumo_ha=-0.5692 total_charge=+4 relative_energy_kcal_mol=1.7
Zr -0.72024 0.80604 -0.87783 -0.20 -0.39 0.54 2.106
N -1.96895 0.75196 -3.02777 -0.01 0.08 -0.24 0.014
N -3.38519 0.65854 -2.86714 0.03 0.03 -0.05 0.069
C -3.91175 0.69238 -1.63166 -0.13 0.03 0.06 -0.320
N -5.18365 0.73205 -1.38469 -0.07 0.01 0.06 0.325
N -2.89934 0.66548 -0.70269 0.44 0.02 -0.18 -0.028
N -2.96766 0.94886 0.62152 -0.23 0.06 -0.05 -0.335
O -3.90433 1.05113 1.29911 0.04 0.00 0.04 0.339
O -1.72236 1.09361 0.99559 0.13 0.02 -0.07 -0.081
H -1.79057 1.57888 -3.61520 0.00 -0.02 0.01 0.157
H -1.68116 -0.04301 -3.61418 -0.01 0.01 0.03 0.154
H -3.95428 0.64196 -3.71055 -0.01 0.00 0.01 0.209
H -5.88374 0.79186 -2.12281 0.03 0.00 -0.02 0.189
H -5.55168 0.69838 -0.43679 0.02 0.00 -0.01 0.166
Se 4.94908 -2.05627 3.32756 0.02 -0.02 0.05 1.401
N 4.52302 -0.41272 2.86250 0.07 0.13 0.02 -0.176
C 3.47561 -0.48751 2.07641 -0.08 -0.22 -0.05 -0.328
C 2.83127 0.65931 1.48034 -0.02 0.03 -0.04 -0.031
C 3.28207 1.98189 1.68724 -0.03 -0.01 -0.02 0.136
C 2.62789 3.03828 1.08142 0.02 -0.01 0.02 0.052
C 1.52594 2.78221 0.28467 0.02 0.01 0.02 -0.041
N 1.07175 1.52836 0.05700 -0.05 -0.15 -0.06 -0.113
C 1.73043 0.45320 0.65350 -0.06 0.06 -0.03 -0.131
C 1.23658 -0.88494 0.39367 0.08 0.07 0.00 -0.119
N 0.14007 -1.03078 -0.44877 -0.06 0.13 -0.05 -0.120
C -0.34637 -2.27878 -0.71950 0.02 0.01 0.00 -0.052
C 0.21594 -3.40742 -0.17872 0.04 -0.03 0.00 0.047
C 1.31430 -3.27742 0.66714 0.00 0.00 -0.01 0.146
C 1.84004 -2.00823 0.96188 -0.03 0.07 -0.01 -0.033
C 2.98417 -1.81130 1.82085 0.07 0.22 0.06 -0.330
N 3.63779 -2.78665 2.40526 -0.02 -0.14 -0.04 -0.178
H 4.14472 2.14536 2.32514 0.00 0.00 0.00 0.160
H 2.95706 4.05983 1.22119 0.00 0.00 0.00 0.153
H 0.99197 3.59954 -0.18815 -0.01 0.00 -0.01 0.141
H -1.19897 -2.34356 -1.38595 -0.01 0.00 0.00 0.132
H -0.19418 -4.37986 -0.41886 0.00 0.00 0.00 0.153
H 1.78469 -4.15064 1.10929 0.00 0.00 0.00 0.162


Record 2
26
Properties=species:S:1:pos:R:3:forces:R:3:lowdin_charge:R:1 method="wB97M-V/def2-TZVPD" lumo_ha=-0.1618 total_charge=+1
C 3.46784 0.60036 -0.15030 -4.84 -3.54 -3.70 0.008
C 3.31442 -0.15697 -1.40983 -1.83 -0.28 2.63 0.027
C -1.85419 0.55159 2.44358 0.03 -1.08 -1.00 -0.021
C -2.65270 -0.27039 1.66158 -2.46 -0.12 0.02 -0.016
C 2.35485 0.70177 0.62056 -1.75 -0.33 1.32 0.010
C 2.13779 -0.89350 -1.75972 1.33 1.46 -2.23 -0.018
C -0.54538 0.68862 2.13385 2.20 0.52 -1.41 0.063
C -2.19696 -0.94198 0.57955 1.35 2.24 2.63 -0.033
C 1.19230 0.01110 0.25505 2.01 0.25 -0.49 -0.152
C 1.09717 -0.80127 -0.86947 -1.41 0.06 0.54 -0.225
C -0.02495 0.04802 0.93692 -3.38 0.30 2.30 -0.083
C -1.48242 0.80684 -2.09305 -0.78 1.16 0.11 -0.328
C -0.31388 -1.31190 -0.89019 0.50 -4.41 -2.17 -0.392
N -0.92033 -0.73446 0.27011 1.39 -0.81 -0.53 -0.056
P -1.21496 -0.76077 -2.55245 0.47 0.42 1.32 0.987
H 4.30485 1.00392 0.13571 4.70 2.16 1.13 0.055
H 4.14268 -0.33045 -2.00703 1.54 0.23 -1.20 0.082
H -2.31476 0.95853 3.28573 -0.29 1.00 1.26 0.113
H -3.73538 -0.34139 1.85939 0.75 -0.13 0.20 0.139
H 2.18363 1.16530 1.60651 1.18 0.33 -0.63 0.131
H 1.99766 -1.22326 -2.88730 0.48 0.08 2.76 0.161
H 0.08384 1.38519 2.69972 -0.10 -0.53 -0.21 0.132
H -2.75780 -1.65228 0.13043 -1.44 -1.92 -1.97 0.113
H -2.05781 1.42471 -2.78968 0.24 -0.32 -0.24 0.002
H -1.32352 1.46093 -1.19193 0.25 -1.26 -0.61 0.051
H -0.31236 -2.72266 -0.87185 -0.15 4.51 0.16 0.250


Record 3
35
Properties=species:S:1:pos:R:3:forces:R:3:lowdin_charge:R:1 method="wB97M-V/def2-TZVPD" lumo_ha=-0.0396 total_charge=0
C -0.94410 -3.58482 -0.16006 -3.13 -3.28 -3.16 -0.221
N -1.16599 -2.56323 0.70971 -3.80 3.24 4.08 -0.298
S -0.36116 -1.04867 0.42880 -3.94 -8.60 -1.26 0.610
O -0.85185 -0.22479 1.41470 0.34 3.07 2.43 -0.174
O 0.87777 -1.60459 0.09403 2.42 1.88 -0.21 -0.245
O -1.16639 -0.72618 -0.94563 0.50 0.90 -0.08 -0.134
C -2.02732 0.32833 -0.85953 3.10 5.36 -1.31 -0.394
C -1.58820 1.73274 -0.72596 -1.61 -0.72 2.77 -0.318
C -0.34806 2.19185 -0.10397 -3.01 3.98 3.55 -0.599
O -0.20462 3.05769 0.74666 -2.40 1.50 0.55 0.040
N 0.72275 1.65925 -0.45006 3.11 -7.69 -7.01 0.106
C 1.97755 1.56015 -0.08298 6.27 -4.13 0.17 -0.246
C 2.50434 2.03785 1.00373 -0.88 8.99 9.14 -0.040
C 3.81044 2.24960 1.59909 -3.20 -10.66 -13.75 0.062
C 4.71068 1.34137 0.80298 4.02 9.46 13.16 -0.161
C 4.26248 0.57171 -0.04078 1.23 -6.85 -8.06 -0.665
C 3.06180 0.49472 -0.57670 -6.79 3.74 -0.57 -0.609
Cl 2.51880 -0.33168 -1.91582 0.31 -1.05 -1.42 0.809
Cl 5.58827 -0.29367 -1.02397 -0.97 0.09 0.80 0.571
H 5.71133 1.35335 1.39322 -1.21 -0.55 -2.21 0.153
H 4.03965 2.74593 2.32498 2.39 5.53 8.05 -0.009
H 1.63726 2.93823 1.76554 2.43 -3.05 -2.65 0.226
H 0.61104 0.85512 -1.10762 -0.26 0.97 -0.17 0.115
S -2.94668 2.86613 -0.55092 1.00 -2.64 -3.01 1.083
C -3.90299 1.77214 -1.61730 6.84 -3.74 3.79 -0.259
C -3.19698 0.41689 -1.47727 -7.79 -1.37 -3.21 -0.117
H -3.72739 -0.68530 -1.85028 1.38 3.60 0.85 0.184
H -4.87078 2.00185 -1.68485 -3.73 0.32 -0.76 -0.013
C -2.80199 -2.42843 1.12454 3.36 3.71 -5.46 0.032
H -3.04129 -3.31151 1.62073 -0.58 -1.08 0.96 0.032
H -2.80607 -1.40493 1.59843 -0.59 -1.66 0.10 0.070
H -3.35464 -2.28165 -0.01964 1.26 -0.78 3.40 0.128
H -1.49286 -3.40051 -1.17284 0.52 -0.44 1.18 0.108
H -1.27810 -4.68350 0.15231 0.65 2.48 -0.09 0.137
H 0.04329 -3.60143 -0.41326 2.77 -0.52 -0.59 0.033


Record 4
55
Properties=species:S:1:pos:R:3:forces:R:3:lowdin_charge:R:1 method="wB97M-V/def2-TZVPD" lumo_ha="-0.2615 / -0.2547" total_charge=+1
Rh -0.13393 -0.31980 -0.04080 -0.86 -2.11 4.34 1.190
F -2.63910 -0.13598 -3.73574 0.11 -0.20 0.06 0.174
C -2.76330 -0.62291 -2.51519 -0.39 0.13 0.01 -0.638
F -4.04126 -0.87304 -2.26504 0.20 -0.31 -0.07 0.166
F -2.38366 0.32361 -1.63661 0.02 -0.04 -0.18 0.080
S -1.73448 -2.21305 -2.30942 -0.79 0.66 -1.10 0.647
O -1.21170 -2.08364 -0.94125 0.98 0.88 1.58 -0.416
O -2.62671 -3.29192 -2.49875 0.07 -0.13 -0.16 -0.195
N -0.58820 -2.10623 -3.36909 -0.03 -0.09 0.06 -0.255
S 0.62689 -1.23840 -2.85276 0.37 -0.45 -1.00 0.644
O 0.13271 -0.00099 -2.26329 -0.08 1.21 -0.14 -0.397
O 1.55572 -1.94843 -2.03839 0.52 -0.20 -0.18 -0.273
C 1.46889 -0.73134 -4.45282 0.03 -0.01 -0.48 -0.670
F 1.77460 -1.79730 -5.16979 -0.14 -0.19 0.29 0.181
F 2.57879 -0.06301 -4.18444 -0.17 -0.11 0.39 0.174
F 0.64976 0.03922 -5.14611 -0.18 0.05 0.18 0.177
F 1.89728 1.99070 -2.53713 0.24 -0.09 0.41 0.165
C 1.78659 2.34789 -1.26988 0.10 0.30 -0.08 -0.649
F 2.15564 3.61167 -1.14600 0.14 -0.20 0.09 0.177
F 0.49098 2.26325 -0.90121 -0.03 0.06 -0.03 0.081
S 2.78700 1.29144 -0.06717 -0.20 0.99 -0.31 0.645
O 2.10976 -0.00444 0.00399 -0.74 -0.80 -0.69 -0.414
O 4.12467 1.26326 -0.51239 0.23 0.16 -0.02 -0.188
N 2.57362 2.10203 1.26545 0.10 -0.17 -0.01 -0.262
S 1.44184 1.71687 2.26771 0.33 0.62 0.44 0.657
O 1.86167 1.05131 3.45211 0.17 0.28 0.31 -0.236
O 0.27325 1.09684 1.63485 -0.86 -0.75 -1.27 -0.414
C 0.68549 3.38399 2.69621 -0.32 0.16 -0.23 -0.659
F 0.49388 4.01014 1.54152 0.07 0.10 -0.15 0.148
F 1.38374 4.14908 3.50350 0.29 -0.45 -0.07 0.197
F -0.51432 3.16002 3.23896 0.14 -0.24 0.14 0.142
N -3.51160 1.00422 2.30053 0.13 0.24 -0.17 0.169
C -2.56033 1.06905 1.35930 0.26 0.19 -0.28 -0.118
N -2.07049 -0.12030 1.07029 1.53 0.33 -1.31 0.030
C -2.73994 -1.02757 1.85038 -0.66 -0.73 0.71 -0.211
C -2.65953 -2.41974 1.93180 -0.17 0.25 0.10 -0.031
C -3.48111 -3.05035 2.84915 0.30 0.01 -0.34 -0.058
C -4.36061 -2.33967 3.66530 -0.11 0.68 0.03 -0.057
C -4.46785 -0.95747 3.58366 0.03 -0.35 0.01 0.010
C -3.66011 -0.31697 2.65504 0.44 -0.85 -0.20 -0.170
H -4.02044 1.78678 2.68591 0.10 -0.03 -0.13 0.183
H -2.23621 1.97952 0.88658 0.00 0.14 0.09 0.150
H -1.99889 -2.96340 1.27527 -0.05 -0.12 0.03 0.074
H -3.44904 -4.12382 2.93070 0.01 -0.16 0.00 0.113
H -4.97962 -2.87236 4.36818 -0.06 -0.06 0.09 0.113
H -5.14059 -0.40468 4.21928 -0.13 0.03 0.05 0.119
C 1.31548 -3.54934 0.43546 -0.04 0.35 -0.40 -0.300
S 0.71791 -2.30574 1.58854 -0.44 0.94 -0.45 0.985
C 2.28371 -1.89787 2.38078 -0.03 0.48 -0.30 -0.296
H 1.84685 -4.32548 0.98456 -0.09 0.09 0.24 0.075
H 1.97516 -3.07573 -0.29159 0.00 -0.10 0.14 0.038
H 0.45902 -3.96297 -0.08373 -0.10 -0.08 -0.01 0.049
H 3.04313 -1.70031 1.62744 -0.01 -0.09 -0.04 0.062
H 2.56889 -2.74310 3.00532 -0.16 -0.13 -0.05 0.074
H 2.14832 -1.01257 2.99432 -0.08 -0.08 0.09 0.019


For reference, energy by record: -97746.4986 -24428.9151 -71548.6637 -125799.1278 eV.